ORCA calculation (ωB97M-V/def2-TZVPD) on a molecular structure, C25H21AsCl3IrN2O2PS4.

```
60
Properties=species:S:1:pos:R:3:lowdin_spin:R:1
Ir -0.006 0.421 0.535 1.89
Cl 3.224 -7.071 0.601 0.07
C 3.282 -5.391 1.022 0.19
C 2.616 -4.470 0.219 -0.02
C 2.664 -3.140 0.549 0.17
Cl 1.800 -1.984 -0.377 0.11
C 3.405 -2.632 1.699 0.05
O 3.498 -1.435 1.961 0.33
C 4.045 -3.674 2.493 0.16
Cl 4.910 -3.172 3.885 0.05
C 3.987 -5.001 2.159 -0.02
H 2.055 -4.805 -0.642 0.00
H 4.485 -5.742 2.769 0.00
S 0.531 2.625 0.770 0.32
C -0.953 3.441 0.396 0.02
C -0.891 4.866 0.331 0.00
N -0.815 6.013 0.257 0.00
C -2.125 2.775 0.165 0.04
S -2.276 1.061 0.216 0.30
C -3.315 3.510 -0.142 0.01
N -4.278 4.094 -0.384 0.01
S -1.167 1.283 4.512 0.01
P -0.039 -0.255 4.120 0.03
S -0.235 -1.163 2.278 0.16
C -0.351 -1.689 5.215 0.00
C 0.238 -2.928 4.961 0.00
C 0.002 -4.002 5.805 0.00
C -0.830 -3.849 6.908 0.00
C -1.421 -2.621 7.162 0.00
C -1.182 -1.543 6.318 0.00
C 1.725 0.125 4.385 0.01
C 2.534 -0.580 5.270 0.00
C 3.865 -0.220 5.438 0.00
C 4.398 0.838 4.721 0.00
C 3.590 1.552 3.846 0.00
C 2.261 1.205 3.685 0.01
H 0.882 -3.045 4.097 0.00
H 0.464 -4.960 5.600 0.00
H -1.019 -4.690 7.565 0.00
H -2.074 -2.498 8.017 0.00
H -1.641 -0.578 6.497 0.00
H 2.135 -1.410 5.838 0.00
H 4.486 -0.777 6.130 0.00
H 5.440 1.110 4.845 0.00
H 3.993 2.388 3.287 0.00
H 1.625 1.780 3.027 0.01
C -0.272 -1.876 -3.202 0.00
As 0.552 -0.127 -3.147 0.01
C 2.434 -0.319 -3.526 0.00
C -0.172 0.887 -4.610 0.01
O 0.238 0.677 -1.744 0.08
H 0.407 -2.612 -3.629 0.00
H -1.185 -1.824 -3.793 0.00
H -0.520 -2.147 -2.178 0.00
H 2.573 -0.872 -4.456 0.00
H 2.913 -0.839 -2.701 0.00
H 2.861 0.677 -3.622 0.00
H 0.050 0.410 -5.564 0.00
H 0.262 1.884 -4.577 0.00
H -1.248 0.963 -4.466 0.00
```

Its frontier orbital gap (spin up / spin down) is 5.2 / 3.7 eV. The energy above the lowest of the compared OMol25 structures with the same formula, charge and spin is 1.800 eV. The value obtained for the LUMO energy (spin up / spin down) is 1.68 / -0.74 eV. Its charge is -1. Its spin multiplicity is 5. The value obtained for the max |F| is 0.019 hartree/bohr. Its expectation value of S² is 6.07.

ORCA calculation (ωB97M-V/def2-TZVPD) on a molecular structure, C25H21Br2IrN5O2S4.

```
60
Properties=species:S:1:pos:R:3:lowdin_spin:R:1
Ir -0.846 0.620 0.742 2.31
O 6.906 0.743 -1.494 0.00
C 5.727 0.136 -1.685 0.00
O 5.632 -0.795 -2.426 0.00
C 4.517 0.643 -0.926 0.00
C 3.317 -0.007 -1.191 0.00
C 2.163 0.368 -0.535 0.01
C 2.173 1.410 0.389 0.01
C 3.375 2.051 0.668 0.00
C 4.534 1.669 0.011 0.00
N 0.944 1.754 1.052 0.04
C 0.800 2.848 1.690 0.01
C -0.478 3.140 2.340 0.01
C -0.621 4.173 3.247 0.00
C -1.860 4.381 3.836 0.00
C -2.916 3.555 3.487 0.01
C -2.696 2.538 2.571 0.01
N -1.504 2.335 2.013 0.12
H 6.863 1.493 -0.891 0.00
H 3.319 -0.820 -1.907 0.00
H 1.240 -0.162 -0.747 0.01
H 3.437 2.833 1.412 0.00
H 5.447 2.191 0.268 0.00
H 1.591 3.588 1.746 0.00
H 0.233 4.793 3.495 0.00
H -2.001 5.179 4.553 0.00
H -3.902 3.693 3.910 0.00
H -3.495 1.873 2.267 0.00
Br 0.691 -1.737 2.085 0.10
C 0.339 -1.539 3.975 0.01
Br -0.961 -0.163 4.323 0.03
H 1.265 -1.261 4.458 0.00
H -0.045 -2.481 4.338 0.00
S -2.720 2.936 -1.161 0.43
S -3.026 3.810 -3.278 0.46
S -1.650 3.076 -4.333 0.63
S -1.232 1.737 -1.490 0.65
C -3.957 -2.422 1.129 0.00
C -3.156 -1.325 1.347 0.01
N -2.333 -0.854 0.390 0.05
C -2.305 -1.468 -0.799 0.03
C -3.045 -2.600 -1.089 0.00
C -3.897 -3.071 -0.098 0.01
C -2.985 -3.235 -2.421 0.00
C -1.936 -3.424 -3.223 0.00
C -0.500 -3.135 -3.005 0.00
C 0.375 -3.241 -4.079 0.00
C 1.712 -2.953 -3.852 0.00
N 2.165 -2.611 -2.649 0.00
C 1.256 -2.572 -1.682 0.00
N -0.049 -2.795 -1.790 0.00
H -4.608 -2.772 1.918 0.00
H -3.140 -0.819 2.303 0.00
H -1.652 -1.050 -1.550 0.01
H -4.506 -3.948 -0.282 0.00
H -3.948 -3.574 -2.790 0.00
H -2.141 -3.879 -4.185 0.00
H 0.020 -3.526 -5.060 0.00
H 2.442 -2.997 -4.652 0.00
H 1.627 -2.328 -0.691 0.00
```

Its frontier orbital gap (spin up / spin down) is 6.8 / 5.8 eV. The energy above the lowest of the compared OMol25 structures with the same formula, charge and spin is 0.927 eV. The value obtained for the LUMO energy (spin up / spin down) is -6.79 / -8.19 eV. Its charge is +2. Its spin multiplicity is 6. The value obtained for the max |F| is 0.013 hartree/bohr. Its expectation value of S² is 8.77.

ORCA calculation (ωB97M-V/def2-TZVPD) on a molecular structure, C25H21BrIrN4PS3 at a distorted geometry.

```
56
Properties=species:S:1:pos:R:3:lowdin_charge:R:1
Ir -1.827 -1.885 -0.673 0.31
S -2.303 -1.731 1.649 0.63
C -2.654 -0.019 1.525 -0.79
N -2.833 0.610 2.661 0.05
N -2.738 1.937 2.716 0.02
C -1.884 2.841 2.049 -0.23
C -0.839 2.454 1.213 -0.06
C -0.008 3.408 0.648 -0.08
C -0.209 4.760 0.896 -0.10
C -1.248 5.147 1.728 -0.09
C -2.077 4.199 2.305 -0.04
N -2.823 0.617 0.353 0.03
N -2.707 -0.054 -0.696 -0.20
C -2.810 0.698 -1.897 -0.26
C -2.855 2.097 -1.886 -0.01
C -2.986 2.791 -3.073 -0.07
C -3.072 2.111 -4.284 -0.08
C -2.997 0.727 -4.296 -0.07
C -2.861 0.020 -3.113 -0.05
H -3.249 2.312 3.496 0.14
H -0.657 1.411 1.002 0.04
H 0.804 3.080 0.011 0.11
H 0.444 5.501 0.451 0.10
H -1.410 6.198 1.935 0.10
H -2.889 4.510 2.955 0.11
H -2.770 2.612 -0.940 0.10
H -3.024 3.873 -3.055 0.11
H -3.180 2.657 -5.212 0.10
H -3.044 0.185 -5.232 0.11
H -2.796 -1.060 -3.130 0.05
S -0.234 -3.773 -0.621 0.23
P 1.071 -2.303 -0.195 0.14
S 0.249 -0.555 -0.788 0.32
C 2.653 -2.460 -1.060 -0.40
C 2.793 -3.307 -2.152 -0.09
C 3.970 -3.280 -2.892 -0.07
C 4.988 -2.404 -2.547 -0.08
C 4.849 -1.560 -1.451 -0.07
C 3.681 -1.584 -0.706 -0.09
C 1.550 -2.281 1.551 -0.39
C 1.011 -1.380 2.459 -0.12
C 1.399 -1.425 3.792 -0.07
C 2.339 -2.357 4.211 -0.08
C 2.882 -3.258 3.302 -0.07
C 2.481 -3.231 1.976 -0.09
H 1.981 -3.971 -2.422 0.08
H 4.085 -3.937 -3.745 0.11
H 5.892 -2.367 -3.143 0.10
H 5.647 -0.879 -1.183 0.11
H 3.551 -0.919 0.141 0.11
H 0.296 -0.643 2.125 0.05
H 0.977 -0.721 4.497 0.11
H 2.655 -2.379 5.246 0.10
H 3.631 -3.970 3.625 0.11
H 2.891 -3.940 1.265 0.11
Br -3.784 -3.122 -1.390 -0.07
```

Its frontier orbital gap (spin up / spin down) is 6.0 / 5.8 eV. The energy above the lowest of the compared OMol25 structures with the same formula, charge and spin is 0.000 eV. The value obtained for the LUMO energy (spin up / spin down) is -1.46 / -1.45 eV. The value obtained for the max |F| is 0.037 hartree/bohr.

ORCA calculation (ωB97M-V/def2-TZVPD) on a molecular structure, C25H21BrN4O8PbS at a distorted geometry.

```
61
Properties=species:S:1:pos:R:3:lowdin_charge:R:1
Pb 11.658 9.389 8.600 1.51
O 5.534 10.279 10.197 0.07
C 6.718 9.803 9.791 -0.31
C 7.104 9.964 8.476 0.05
C 8.410 9.655 8.100 -0.19
N 9.260 9.094 8.949 0.03
C 8.827 8.833 10.242 -0.14
C 7.593 9.170 10.658 0.04
C 9.947 8.147 11.103 -0.63
O 9.627 7.715 12.211 0.00
O 11.091 8.041 10.555 -0.18
C 8.992 10.004 6.705 -0.62
O 8.190 10.455 5.875 -0.02
O 10.257 9.816 6.558 -0.20
H 5.080 10.714 9.486 0.10
H 6.540 10.420 7.635 0.13
H 7.290 9.040 11.709 0.14
C 13.703 15.790 7.451 -0.07
C 13.503 14.326 6.968 -0.21
N 12.284 13.697 7.470 -0.15
C 11.006 14.028 6.843 -0.25
C 10.523 13.126 5.667 -0.07
C 12.392 13.036 8.623 -0.76
S 10.909 12.407 9.340 0.52
N 13.559 13.013 9.243 0.09
C 13.942 12.117 10.113 -0.48
O 13.834 10.862 10.024 -0.10
C 14.874 12.639 11.200 -0.13
C 15.500 11.722 11.982 -0.04
C 16.359 12.152 13.018 -0.07
C 16.571 13.530 13.244 -0.12
C 15.960 14.449 12.412 -0.11
C 15.185 13.991 11.363 -0.03
H 14.727 16.087 7.209 0.06
H 13.420 15.862 8.483 0.05
H 13.030 16.518 6.964 0.06
H 14.254 13.588 7.227 0.07
H 13.544 14.208 5.878 0.11
H 11.132 15.010 6.401 0.09
H 10.281 13.953 7.677 0.04
H 10.748 13.610 4.705 0.06
H 9.486 12.916 5.661 0.04
H 11.062 12.143 5.762 0.09
H 15.236 10.724 11.894 0.09
H 16.905 11.412 13.618 0.09
H 17.052 13.744 14.176 0.08
H 16.060 15.528 12.634 0.10
H 14.659 14.699 10.710 0.10
Br 16.157 11.346 5.951 0.66
C 16.026 10.042 7.366 -0.72
C 16.923 10.246 8.381 -0.17
C 16.652 9.535 9.505 -0.07
C 15.681 8.466 9.467 0.02
C 14.957 8.257 8.291 -0.21
N 15.043 9.140 7.267 0.12
C 14.081 7.017 8.102 -0.71
O 14.659 5.939 8.209 0.00
O 12.868 7.171 7.852 -0.15
H 17.716 10.992 8.372 0.10
H 17.136 9.707 10.423 0.08
H 15.626 7.789 10.269 0.10
```

Its frontier orbital gap is 6.9 eV. The energy above the lowest of the compared OMol25 structures with the same formula, charge and spin is 1.182 eV. The value obtained for the LUMO energy is 4.15 eV. Its charge is -2. The value obtained for the max |F| is 0.071 hartree/bohr.